# 1
C25H32NO2Pb as an isolated structure. Source: OMol25; level of theory: the ωB97M-V functional and the def2-TZVPD basis.

Positions of all 61 atoms, in Å:
C1 2.298 -0.059 2.194
C2 2.376 -0.825 1.004
C3 2.186 0.035 -0.100
H1 2.572 -1.895 0.948
C4 2.016 1.359 0.395
C5 2.070 1.296 1.828
H2 2.021 2.271 -0.202
C6 -1.230 -2.040 2.494
C7 -0.105 -2.729 1.978
C8 -0.217 -2.768 0.561
H3 0.697 -3.166 2.566
C9 -1.410 -2.096 0.196
C10 -2.035 -1.646 1.395
H4 2.249 -0.252 -1.148
H5 2.073 2.149 2.506
H6 2.431 -0.436 3.210
H7 -2.989 -1.115 1.449
H8 0.486 -3.220 -0.141
H9 -1.475 -1.879 3.541
Pb1 -0.758 1.524 1.130
C11 -1.913 -1.744 -1.192
C12 -3.415 -2.019 -1.233
C13 -1.191 -2.567 -2.270
H10 -3.611 -3.071 -0.984
H11 -3.815 -1.839 -2.233
H12 -3.956 -1.391 -0.522
H13 -1.315 -3.645 -2.065
H14 -0.110 -2.356 -2.313
H15 -1.631 -2.378 -3.261
C14 -1.584 -0.219 -1.293
C15 -2.248 0.791 -2.227
H16 -0.497 -0.105 -1.424
H17 -1.965 0.180 -0.322
O1 -3.343 1.279 -1.920
N1 -1.416 1.194 -3.294
C16 -0.268 2.060 -2.924
H18 -1.942 1.640 -4.045
C17 1.101 1.550 -3.329
C18 2.241 2.302 -2.995
H19 2.122 3.272 -2.503
C19 3.520 1.825 -3.297
H20 4.403 2.405 -3.018
C20 3.670 0.599 -3.955
H21 4.667 0.218 -4.182
C21 2.537 -0.139 -4.317
H22 2.634 -1.093 -4.838
C22 1.250 0.341 -4.013
H23 0.343 -0.197 -4.304
H24 -0.276 2.209 -1.828
H25 -0.427 3.055 -3.377
C23 0.535 1.704 5.196
C24 -0.523 1.030 4.343
C25 -1.846 0.798 5.049
O2 -0.749 1.869 3.213
H26 0.248 2.746 5.392
H27 1.497 1.692 4.670
H28 0.713 1.217 6.163
H29 -0.124 0.068 3.975
H30 -2.348 1.761 5.228
H31 -2.489 0.160 4.429
H32 -1.733 0.288 6.014

Computed properties:
Kohn-Sham gap = 5.58 eV
E_LUMO = 2.2 eV
Relative energy (zero: lowest compared OMol25 entry of this formula, charge and spin) = 156.1 kJ/mol
E = -1369.8541 Eh
Maximum force = 2.3 eV/A
Total charge = -1
Molar mass = 585.736 g mol⁻¹

Okay, here come the Mulliken numbers, in e, for every atom: -0.0993 -1.0857 0.2634 0.4943 -0.9147 -0.8903 0.5825 -0.3804 -0.9931 -0.2236 0.4017 0.1124 -1.5971 0.3450 0.3850 0.3678 0.3075 0.3973 0.5915 1.1431 2.8120 -1.9028 -2.1140 0.4335 0.4371 0.3059 0.4389 0.2623 0.4297 0.6440 -0.7100 0.1452 -0.5756 -0.6663 -0.0245 -0.5898 0.3344 0.7363 -0.3165 0.3730 -0.5080 0.3554 -0.4699 0.3488 -0.5581 0.3720 -0.3423 0.3853 -0.2056 0.5666 -1.5797 1.6267 -1.5839 -0.7482 0.3097 0.3063 0.3837 -0.3214 0.3603 0.2975 0.3445

=====

# 2
C18H43F6IrNO6S2Si2 as an isolated structure. Source: OMol25; level of theory: the ωB97M-V functional and the def2-TZVPD basis.

Positions of all 79 atoms, in Å:
O1 1.828 1.342 3.096
O2 5.821 2.590 0.529
C1 1.536 2.765 2.961
C2 0.421 3.146 3.910
H1 1.246 2.903 1.908
H2 2.417 3.388 3.175
H3 -0.485 2.582 3.679
H4 0.197 4.211 3.846
H5 0.710 2.935 4.947
C3 3.094 0.962 3.656
C4 4.226 1.969 3.732
H6 3.408 0.100 3.045
H7 2.886 0.594 4.672
H8 4.460 2.370 2.744
H9 5.125 1.450 4.086
H10 4.025 2.775 4.447
C5 5.829 1.335 -0.128
C6 5.626 3.688 -0.353
C7 6.318 0.233 0.792
H11 6.512 1.376 -0.994
H12 4.811 1.111 -0.498
H13 7.339 0.416 1.143
H14 6.329 -0.700 0.223
H15 5.654 0.106 1.651
C8 6.418 4.908 0.104
H16 4.541 3.916 -0.386
H17 5.967 3.440 -1.377
H18 6.242 5.144 1.156
H19 6.125 5.771 -0.499
H20 7.490 4.751 -0.060
H21 1.696 0.737 -1.880
Ir1 -0.929 -0.725 1.828
C9 1.867 1.739 -1.513
Si1 1.493 2.801 -3.011
H22 1.236 1.904 -0.618
H23 2.913 1.870 -1.201
C10 1.812 4.598 -2.625
C11 -0.310 2.474 -3.429
C12 2.530 2.013 -4.384
C13 -0.752 -0.502 3.707
Si2 0.275 -1.990 3.213
H24 -1.661 -0.743 4.288
H25 -0.205 0.341 4.153
C14 1.683 -2.126 4.462
C15 1.100 -1.453 1.520
C16 -0.618 -3.633 3.112
H26 3.587 1.899 -4.097
H27 2.502 2.591 -5.318
H28 2.146 1.006 -4.615
H29 1.105 4.926 -1.848
H30 1.675 5.245 -3.500
H31 2.827 4.755 -2.239
H32 -0.958 2.857 -2.631
H33 -0.505 1.394 -3.519
H34 -0.602 2.958 -4.373
H35 2.037 -1.052 1.930
H36 0.787 -0.613 0.837
H37 1.239 -2.332 0.881
H38 -0.261 -4.290 3.912
H39 -0.457 -4.116 2.141
H40 -1.697 -3.487 3.233
H41 2.090 -3.149 4.477
H42 1.288 -1.884 5.459
H43 2.505 -1.434 4.238
F1 -4.466 1.679 -0.348
C17 -3.709 0.746 -0.956
F2 -4.394 0.204 -1.976
F3 -2.589 1.328 -1.425
S1 -3.218 -0.554 0.361
O3 -2.564 0.343 1.388
O4 -4.265 -1.437 0.782
N1 -1.748 -1.174 -0.026
S2 -1.659 -2.681 -0.806
O5 -0.744 -3.536 -0.089
O6 -2.949 -3.147 -1.226
C18 -0.773 -2.043 -2.334
F4 -1.551 -1.151 -2.985
F5 0.382 -1.421 -1.976
F6 -0.471 -3.043 -3.187

Computed properties:
Kohn-Sham gap (alpha / beta) = 7.90 / 4.89 eV
E_LUMO (alpha / beta) = -2.7 / -6.9 eV
Relative energy (zero: lowest compared OMol25 entry of this formula, charge and spin) = 0.0 kJ/mol
E = -3296.1834 Eh
Maximum force = 5.3 eV/A
Total charge = +1
Spin multiplicity = 5
Molar mass = 796.054 g mol⁻¹
<S²> = 6.010

Okay, here come the Mulliken numbers, in e, for every atom: -0.1936 -0.3520 -0.0832 -1.2547 0.1253 0.3929 0.2237 0.4149 0.3224 0.3645 -1.9936 0.0380 0.2522 0.5149 0.4472 0.4748 0.2046 0.0788 -1.1845 0.4842 -0.1876 0.3296 0.4114 0.0498 -1.3786 0.0826 0.3848 0.3215 0.3937 0.3017 0.0685 0.8183 0.3858 0.1577 0.0722 -0.5254 -0.9401 -0.7222 -1.0395 -0.5005 0.3320 0.5178 0.3069 -1.0930 -0.8716 -1.1601 0.3249 0.3470 0.2971 0.3216 0.3517 0.2529 0.1587 0.0937 0.4309 0.1835 0.2470 0.7324 0.3565 0.3367 0.4023 0.4070 0.3676 0.2547 -0.1675 0.6360 -0.1809 -0.1385 0.9486 -0.6631 -0.4881 -0.4637 0.9449 -0.5868 -0.5725 0.6727 -0.2004 -0.1959 -0.2030

=====

# 3
C29H55GeN2OOsS2Si3 as an isolated structure. Source: OMol25; level of theory: the ωB97M-V functional and the def2-TZVPD basis.

Positions of all 94 atoms, in Å:
Os1 -0.310 -0.008 -0.015
C1 0.644 -3.069 1.302
N1 1.338 -2.011 0.558
C2 2.451 -1.481 1.393
C3 2.460 0.029 1.605
N2 1.165 0.581 2.040
C4 0.767 0.062 3.356
C5 1.327 2.021 2.132
C6 2.171 2.595 3.075
C7 2.374 3.962 3.114
C8 1.748 4.781 2.189
C9 0.886 4.232 1.263
C10 0.664 2.855 1.239
S1 -0.536 2.253 0.097
C11 1.901 -2.457 -0.698
C12 2.286 -3.767 -0.939
C13 2.876 -4.123 -2.141
C14 3.123 -3.170 -3.117
C15 2.765 -1.859 -2.889
C16 2.143 -1.500 -1.695
S2 1.668 0.166 -1.503
H1 1.337 -3.802 1.729
H2 -0.059 -3.587 0.657
H3 0.089 -2.624 2.129
H4 3.410 -1.747 0.935
H5 2.417 -1.968 2.370
H6 2.742 0.542 0.682
H7 3.242 0.242 2.345
H8 1.585 0.111 4.081
H9 0.460 -0.979 3.288
H10 -0.068 0.650 3.737
H11 2.680 1.976 3.795
H12 3.036 4.382 3.855
H13 1.924 5.845 2.192
H14 0.377 4.858 0.548
H15 2.144 -4.523 -0.184
H16 3.164 -5.147 -2.310
H17 3.586 -3.440 -4.050
H18 2.955 -1.091 -3.622
C17 -2.728 -0.672 2.178
C18 -2.763 -2.057 1.556
O1 -2.128 -2.004 0.276
C19 -2.335 -3.187 -0.506
C20 -1.272 -3.285 -1.591
H19 -3.009 -0.718 3.228
H20 -3.414 -0.005 1.658
H21 -1.709 -0.265 2.100
H22 -3.798 -2.394 1.443
H23 -2.235 -2.787 2.183
H24 -2.314 -4.062 0.152
H25 -3.326 -3.119 -0.960
H26 -0.797 -2.304 -1.702
H27 -1.715 -3.566 -2.540
H28 -0.513 -4.025 -1.358
C21 -5.878 0.648 0.262
Si1 -5.112 -0.526 -1.044
C22 -5.740 -2.286 -0.613
C23 -5.768 -0.289 -2.821
Ge1 -2.438 0.357 -1.347
Si2 -3.516 3.016 -1.524
C24 -3.595 3.736 0.247
C25 -5.221 3.116 -2.390
C26 -2.202 3.853 -2.622
Si3 -1.616 0.097 -3.966
C27 -0.131 1.268 -4.185
C28 -1.170 -1.672 -4.549
C29 -3.138 0.712 -4.945
H29 -6.947 0.722 0.081
H30 -5.475 1.651 0.231
H31 -5.760 0.267 1.272
H32 -6.828 -2.234 -0.591
H33 -5.438 -2.672 0.354
H34 -5.485 -3.022 -1.369
H35 -6.851 -0.216 -2.783
H36 -5.532 -1.151 -3.438
H37 -5.397 0.596 -3.315
H38 -4.188 3.146 0.937
H39 -4.035 4.730 0.215
H40 -2.602 3.830 0.674
H41 -6.005 2.553 -1.898
H42 -5.183 2.800 -3.427
H43 -5.534 4.158 -2.398
H44 -1.196 3.656 -2.268
H45 -2.350 4.930 -2.610
H46 -2.275 3.534 -3.657
H47 0.698 0.997 -3.538
H48 -0.377 2.301 -3.972
H49 0.229 1.220 -5.209
H50 -0.315 -2.091 -4.028
H51 -0.907 -1.633 -5.603
H52 -2.003 -2.362 -4.461
H53 -3.501 1.671 -4.592
H54 -3.957 0.004 -4.917
H55 -2.859 0.832 -5.987

Computed properties:
Kohn-Sham gap (alpha / beta) = 6.39 / 4.88 eV
E_LUMO (alpha / beta) = -6.1 / -8.1 eV
E = -5154.6091 Eh
Maximum force = 1.4 eV/A
Total charge = +2
Spin multiplicity = 6
Molar mass = 859.004 g mol⁻¹
<S²> = 8.798

Okay, here come the Mulliken numbers, in e, for every atom: 2.0407 -1.3862 1.4173 -1.2552 -1.1473 1.0207 -1.2223 -0.8454 -0.4270 -1.0066 -0.7653 -0.9405 0.7058 -0.2180 -1.0111 -0.4570 -0.8862 -0.7810 -0.5598 1.0843 -0.6989 0.5749 0.3744 -0.1238 0.3758 0.6888 0.4221 0.6635 0.3689 0.1460 0.4659 0.3690 0.4286 0.4305 0.5484 0.4840 0.4661 0.4685 0.5069 0.1878 -0.4032 -0.4061 -0.4939 -0.3395 0.6040 -0.4463 -0.6912 0.1971 0.4240 0.4833 -0.2434 -0.4893 0.5282 0.3777 -0.9241 0.9318 -1.4049 -1.0309 0.5538 0.6461 -1.0565 -1.1955 -1.1008 0.4485 -0.5761 -1.0828 -0.9391 0.4622 -0.0622 0.4310 0.4732 0.3722 0.4289 0.4834 0.3527 0.0712 0.3941 0.5297 0.2403 0.3522 0.3629 0.4653 0.3208 0.5564 0.3496 0.0313 0.2139 0.4409 0.2210 0.5035 0.3127 0.0923 0.2504 0.4720

=====

# 4
A 2-piece molecular cluster, C3HN2O3 overall. Source: OMol25; level of theory: the ωB97M-V functional and the def2-TZVPD basis.

Positions of all 9 atoms, in Å:
C1 1.412 -1.098 0.112
C2 -1.856 -0.388 0.641
C3 -0.601 1.547 -0.302
N1 0.967 -0.081 0.059
N2 -1.379 0.699 -0.169
O1 1.747 -2.149 0.073
O2 0.231 2.295 0.143
O3 -1.581 -1.437 0.051
H1 1.060 0.612 -0.607

Computed properties:
Kohn-Sham gap (alpha / beta) = 6.62 / 6.62 eV
E_LUMO (alpha / beta) = 3.7 / 3.7 eV
Relative energy (zero: lowest compared OMol25 entry of this formula, charge and spin) = 456.5 kJ/mol
E = -450.0799 Eh
Maximum force = 9.3 eV/A
Total charge = -1
Molar mass = 113.052 g mol⁻¹

Okay, here come the Mulliken numbers, in e, for every atom: 0.2283 -0.5410 0.4110 -0.1089 0.1888 -0.3874 -0.5600 -0.4169 0.1863